{
  "formula": "C30H23Cl2HfN8",
  "method": "ωB97M-V/def2-TZVPD",
  "charge": 3,
  "e_above_lowest_kj_mol": 50.3,
  "homo_lumo_gap_ev": [5.82, 5.59],
  "multiplicity": 1,
  "e_tot_ev": -69729.2825,
  "symbols": ["Hf", "C", "C", "C", "C", "N", "C", "N", "C", "N", "C", "N", "C", "C", "C", "C", "C", "N", "C", "C", "C", "C", "C", "C", "H", "H", "H", "H", "H", "H", "H", "H", "H", "H", "H", "H", "C", "C", "N", "C", "C", "C", "C", "C", "C", "C", "C", "N", "C", "N", "H", "H", "H", "H", "H", "H", "H", "H", "H", "Cl", "C", "Cl", "H", "H"],
  "xyz": [[-0.342, -0.516, -1.432], [-1.359, 3.454, -2.837], [-2.346, 3.883, -1.950], [-2.453, 3.196, -0.715], [-1.623, 2.102, -0.380], [-0.755, 1.621, -1.339], [-0.498, 2.406, -2.406], [-1.750, 1.568, 0.889], [-1.397, 0.395, 1.290], [-0.972, -0.695, 0.514], [-1.281, -1.842, 1.332], [-1.342, -3.084, 0.926], [-1.281, -3.398, -0.364], [-1.865, -4.669, -0.708], [-1.594, -5.253, -1.948], [-0.679, -4.602, -2.816], [-0.064, -3.456, -2.374], [-0.411, -2.756, -1.255], [-1.698, -1.468, 2.651], [-2.065, -2.192, 3.760], [-2.430, -1.488, 4.909], [-2.460, -0.145, 4.949], [-2.067, 0.631, 3.803], [-1.780, -0.043, 2.647], [-1.283, 3.790, -3.905], [-2.877, 4.789, -2.158], [-3.235, 3.485, 0.027], [0.471, 2.275, -2.911], [-2.458, -5.126, 0.099], [-2.199, -6.142, -2.254], [-0.437, -4.965, -3.825], [0.766, -3.059, -2.958], [-2.061, -3.255, 3.627], [-2.719, -2.084, 5.801], [-2.734, 0.418, 5.868], [-1.960, 1.735, 3.911], [3.238, 0.727, -2.731], [2.451, -0.249, -2.010], [1.654, -0.013, -0.907], [1.999, 1.118, -0.025], [3.031, 2.034, -0.669], [3.419, 1.933, -2.087], [3.558, 2.995, 0.209], [3.398, 2.960, 1.604], [2.699, 1.844, 2.190], [2.646, 1.606, 3.549], [2.420, 0.334, 3.993], [2.366, -0.688, 3.110], [2.220, -0.443, 1.834], [2.455, 0.778, 1.324], [3.507, 0.578, -3.733], [2.433, -1.282, -2.279], [1.050, 1.690, -0.009], [3.936, 2.809, -2.506], [4.184, 3.814, -0.180], [3.797, 3.703, 2.348], [2.906, 2.510, 4.136], [2.390, 0.076, 4.996], [1.836, -1.109, 1.117], [0.028, -0.402, -4.030], [-1.815, -0.667, -4.537], [-2.667, -0.881, -2.984], [-1.836, -1.562, -5.127], [-2.064, 0.277, -5.059]],
  "lowdin_charge": [1.490, -0.008, 0.017, 0.054, -0.295, -0.108, -0.144, 0.187, -0.274, -0.036, -0.214, 0.188, -0.306, 0.049, 0.015, -0.027, -0.179, -0.068, -0.112, 0.043, -0.042, -0.025, 0.031, -0.105, 0.145, 0.129, 0.149, 0.109, 0.141, 0.150, 0.134, 0.097, 0.129, 0.146, 0.142, 0.140, -0.036, -0.185, -0.166, -0.236, -0.110, 0.023, 0.008, 0.047, -0.151, 0.051, -0.014, 0.149, -0.066, 0.085, 0.104, 0.090, 0.136, 0.140, 0.144, 0.153, 0.156, 0.117, 0.113, 0.579, -0.646, 0.643, 0.054, 0.077]
}

=====

{
  "formula": "C30H23Cl2MnN2O6",
  "method": "ωB97M-V/def2-TZVPD",
  "charge": -1,
  "homo_lumo_gap_ev": [4.23, 6.90],
  "multiplicity": 6,
  "s2": 8.821,
  "e_tot_ev": -103116.9067,
  "symbols": ["Mn", "C", "O", "C", "C", "C", "C", "C", "C", "N", "N", "C", "O", "C", "C", "C", "C", "C", "C", "C", "O", "H", "H", "H", "H", "H", "H", "H", "H", "H", "H", "H", "H", "Cl", "C", "C", "C", "Cl", "C", "O", "C", "C", "O", "C", "H", "H", "H", "C", "C", "O", "C", "C", "C", "C", "C", "C", "H", "H", "H", "H", "H", "H", "H", "H"],
  "xyz": [[-0.251, 0.455, -0.749], [-1.420, -0.112, 3.474], [-0.551, 0.937, 3.918], [0.638, 1.198, 3.298], [1.653, 1.631, 4.122], [2.909, 1.997, 3.626], [3.132, 1.922, 2.273], [2.117, 1.488, 1.407], [2.435, 1.438, -0.012], [1.655, 1.033, -0.932], [2.154, 1.041, -2.248], [1.220, 0.580, -3.030], [0.056, 0.180, -2.661], [1.528, 0.493, -4.495], [2.796, 0.782, -4.988], [3.050, 0.690, -6.348], [2.038, 0.312, -7.223], [0.772, 0.027, -6.732], [0.518, 0.116, -5.369], [0.845, 1.120, 1.891], [-0.135, 0.730, 1.123], [-2.104, -0.277, 4.305], [-0.853, -1.028, 3.292], [-1.973, 0.157, 2.580], [1.438, 1.683, 5.183], [3.685, 2.338, 4.299], [4.092, 2.203, 1.854], [3.426, 1.766, -0.326], [3.569, 1.078, -4.292], [4.039, 0.915, -6.728], [2.236, 0.242, -8.285], [-0.021, -0.264, -7.410], [-0.461, -0.100, -4.962], [-6.974, 2.900, 0.623], [-5.494, 2.022, 0.230], [-5.526, 0.638, 0.232], [-4.324, -0.024, -0.077], [-4.380, -1.783, -0.061], [-3.136, 0.605, -0.386], [-2.050, -0.120, -0.657], [-3.139, 2.055, -0.404], [-2.026, 2.838, -0.748], [-0.860, 2.426, -1.107], [-4.356, 2.723, -0.071], [-6.424, 0.086, 0.458], [-2.182, 3.922, -0.715], [-4.372, 3.806, -0.071], [-1.290, -3.141, 0.052], [-0.006, -2.431, 0.323], [0.429, -1.589, -0.444], [0.747, -2.709, 1.601], [0.281, -3.620, 2.537], [0.953, -3.782, 3.742], [2.086, -3.022, 4.005], [2.557, -2.114, 3.066], [1.889, -1.967, 1.860], [-1.676, -2.827, -0.912], [-2.026, -2.861, 0.809], [-1.152, -4.224, 0.095], [-0.621, -4.188, 2.344], [0.585, -4.486, 4.477], [2.599, -3.133, 4.952], [3.427, -1.506, 3.276], [2.232, -1.262, 1.117]],
  "mulliken_spin": [3.966, 0.002, -0.001, 0.002, 0.007, 0.003, 0.005, 0.048, 0.000, -0.108, -0.001, -0.010, 0.003, 0.004, -0.001, 0.000, 0.000, 0.000, 0.003, -0.021, 0.013, 0.000, -0.003, 0.002, 0.000, 0.001, 0.001, -0.005, 0.000, 0.000, 0.000, 0.000, 0.004, -0.001, -0.141, 0.300, -0.033, 0.004, 0.110, 0.009, -0.054, 0.377, 0.245, 0.169, 0.034, 0.021, 0.019, -0.001, 0.012, -0.005, 0.007, 0.004, -0.002, 0.005, -0.003, 0.003, 0.000, 0.003, 0.001, 0.000, 0.000, 0.000, 0.000, 0.002]
}

=====

{
  "formula": "C30H23Cl2N6O2S3Sn",
  "method": "ωB97M-V/def2-TZVPD",
  "charge": -1,
  "e_above_lowest_kj_mol": 42.9,
  "homo_lumo_gap_ev": 6.56,
  "multiplicity": 1,
  "e_tot_ev": -107902.9453,
  "symbols": ["Sn", "C", "S", "C", "S", "N", "N", "C", "C", "C", "C", "C", "C", "N", "H", "H", "H", "H", "H", "H", "H", "H", "Cl", "C", "C", "C", "C", "C", "Cl", "C", "S", "H", "H", "H", "C", "O", "C", "C", "C", "C", "C", "C", "N", "N", "C", "C", "C", "C", "O", "C", "N", "C", "C", "C", "C", "H", "H", "H", "H", "H", "H", "H", "H", "H", "H", "H", "H"],
  "xyz": [[0.231, -0.485, -0.169], [0.909, 4.797, -1.983], [0.554, 4.673, -0.222], [0.077, 2.975, -0.027], [-0.079, 1.949, -1.390], [-0.157, 2.721, 1.227], [-0.585, 1.426, 1.448], [-1.232, 1.269, 2.533], [-1.789, -0.039, 2.920], [-2.020, -0.314, 4.263], [-2.480, -1.570, 4.612], [-2.696, -2.503, 3.612], [-2.463, -2.124, 2.298], [-2.040, -0.916, 1.949], [1.205, 5.834, -2.152], [0.026, 4.571, -2.575], [1.715, 4.125, -2.271], [-1.373, 2.119, 3.201], [-1.803, 0.434, 5.014], [-2.639, -1.829, 5.650], [-3.024, -3.508, 3.841], [-2.619, -2.826, 1.486], [1.866, -3.441, -0.116], [1.132, -4.174, 1.285], [0.798, -5.511, 1.188], [0.265, -6.173, 2.285], [0.106, -5.478, 3.472], [0.447, -4.137, 3.543], [0.286, -3.379, 5.106], [0.934, -3.392, 2.451], [1.307, -1.699, 2.529], [0.970, -6.028, 0.254], [-0.003, -7.220, 2.220], [-0.272, -5.970, 4.359], [3.273, 7.398, 0.015], [4.495, 7.001, 0.608], [5.062, 5.848, 0.160], [4.540, 5.057, -0.859], [5.198, 3.895, -1.244], [6.382, 3.519, -0.623], [6.913, 4.340, 0.369], [6.255, 5.480, 0.777], [7.230, 2.423, -1.004], [6.827, 1.322, -1.409], [5.459, 0.906, -1.445], [5.079, 0.252, -2.595], [3.793, -0.249, -2.794], [2.837, -0.180, -1.785], [1.660, -0.696, -1.869], [3.233, 0.475, -0.557], [2.286, 0.531, 0.413], [2.576, 1.046, 1.582], [3.862, 1.520, 1.886], [4.831, 1.480, 0.927], [4.534, 0.985, -0.365], [2.986, 8.323, 0.507], [2.498, 6.645, 0.170], [3.394, 7.584, -1.057], [3.613, 5.320, -1.348], [4.774, 3.285, -2.029], [7.860, 4.059, 0.813], [6.654, 6.114, 1.559], [5.823, 0.143, -3.376], [3.527, -0.747, -3.717], [1.786, 1.072, 2.320], [4.068, 1.894, 2.879], [5.832, 1.814, 1.159]],
  "lowdin_charge": [1.022, -0.465, 0.815, -1.116, 0.531, -0.116, -0.106, -0.090, -0.310, -0.034, -0.104, -0.084, -0.141, 0.067, 0.023, 0.016, 0.017, 0.124, 0.110, 0.102, 0.104, 0.114, 0.646, -0.668, -0.142, -0.117, -0.150, -0.685, 0.642, -0.760, 0.486, 0.093, 0.092, 0.091, -0.086, -0.083, -0.278, -0.001, -0.009, -0.296, -0.040, -0.005, 0.049, 0.059, -0.259, -0.039, -0.009, -0.400, -0.327, -0.140, -0.019, -0.179, -0.016, 0.007, -0.099, 0.092, 0.044, 0.095, 0.079, 0.119, 0.110, 0.116, 0.108, 0.109, 0.077, 0.109, 0.109]
}